# 1
Entry from the Open Molecules 2025 dataset: a 2-piece molecular cluster, C7H14N2 overall in a non-equilibrium geometry (wB97M-V/def2-TZVPD).

XYZ file:
```
23
Properties=species:S:1:pos:R:3:forces:R:3:nbo_charge:R:1
C -1.108253 0.765580 1.658195 0.085 0.958 2.218 -0.6502
C 2.130316 -0.836547 1.956381 -0.190 4.835 -0.190 -0.0335
C 0.385738 0.506485 1.992279 1.193 -0.191 0.170 0.0321
C 1.540194 1.353497 1.792331 -3.020 -1.130 0.771 -0.2845
N 0.870126 -0.823852 2.233304 -2.190 0.838 -1.486 -0.4990
N 2.560349 0.507676 1.734216 2.691 -3.267 -0.209 -0.6879
H 2.823412 -1.597420 1.784318 0.735 -1.171 0.264 0.1757
H 3.567942 0.619044 1.398000 -1.234 0.615 0.568 0.2190
H 1.645315 2.430319 1.962750 -0.123 -0.483 -0.852 0.2065
H -1.598310 0.049879 1.080317 -0.019 -1.897 -0.881 0.2112
H -1.279563 1.617661 1.043403 0.642 1.137 -0.487 0.2108
H -1.916262 0.910072 2.428209 1.289 -0.089 0.359 0.1919
C -0.594673 -0.481483 -1.428135 -0.526 3.063 2.637 -0.4347
C -0.297467 -1.654126 -2.236158 -0.475 -1.814 -0.679 -0.6309
C -1.621766 0.589311 -2.023940 0.606 0.060 1.169 -0.6479
H -0.994709 -0.818518 -0.392448 0.616 0.452 -1.939 0.2096
H 0.373861 0.092601 -1.126193 -1.579 -0.938 -0.615 0.2117
H -1.255880 -2.031349 -2.658072 0.590 -0.308 0.332 0.1831
H -1.228526 1.580593 -1.742403 -0.452 -0.221 -0.279 0.2104
H 0.172574 -2.375549 -1.554335 -0.209 -0.285 -0.476 0.2171
H 0.368487 -1.532066 -3.080242 0.236 0.424 -0.194 0.1965
H -1.858579 0.581245 -3.060136 1.137 -0.212 -1.543 0.1972
H -2.684324 0.546946 -1.761643 0.198 -0.376 1.341 0.1959
```
Positions in Å, forces in eV/Å.

Output
LUMO (spin up / spin down)   3.457 / 3.335 eV
Charge   -1
Relative energy (zero: lowest compared OMol25 entry of this formula, charge and spin)   195.0 kJ/mol
2S+1   2
E_HOMO (spin up / spin down)   1.070 / -4.539 eV


# 2
Entry from the Open Molecules 2025 dataset: C2H6N2OS as an isolated structure in a non-equilibrium geometry (wB97M-V/def2-TZVPD).

XYZ file:
```
12
Properties=species:S:1:pos:R:3:forces:R:3:nbo_charge:R:1
C -0.414277 0.793719 0.599394 1.115 0.922 2.079 -0.1666
C -0.490391 -0.636067 0.225292 -1.601 -4.234 -2.690 0.3826
H 0.067605 0.941855 -1.399831 -0.388 2.795 4.042 0.4929
H 0.314344 1.035331 1.415056 -0.359 -1.008 -0.269 0.2152
H -1.298994 1.274502 0.969845 -1.112 -0.437 -0.141 0.2035
H -2.404932 -0.839547 -0.032408 -0.129 0.222 0.130 0.3368
H 0.946906 -2.206702 -0.451643 -1.437 1.963 0.631 0.4357
H 1.755816 1.047336 -0.722609 1.219 -3.182 1.869 0.1777
N -1.547977 -1.350434 -0.206945 2.833 2.143 1.647 -0.6748
N 0.766883 -1.240146 -0.046854 -0.009 -0.303 0.090 -0.7915
O 0.086116 1.565311 -0.445152 -0.085 -1.672 -6.076 -0.6927
S 2.218900 -0.385163 0.095857 -0.047 2.791 -1.311 0.0812
```
Positions in Å, forces in eV/Å.

Output
LUMO   0.261 eV
Relative energy (zero: lowest compared OMol25 entry of this formula, charge and spin)   380.7 kJ/mol
E_HOMO   -8.392 eV


# 3
Entry from the Open Molecules 2025 dataset: a 2-piece molecular cluster, C2HCl2F2NO overall in a non-equilibrium geometry (wB97M-V/def2-TZVPD).

XYZ file:
```
9
Properties=species:S:1:pos:R:3:forces:R:3:nbo_charge:R:1
C -0.677610 -0.380646 -0.638377 -3.446 -1.599 0.802 0.7207
C 1.269855 0.621945 -0.199624 2.141 0.899 -0.061 0.6491
N -1.169551 -0.379287 0.565792 2.031 0.546 -4.760 -0.6594
O -0.924207 -0.737162 -1.739322 1.033 0.800 0.792 -0.4051
F 1.019479 1.755636 0.436685 -0.169 -0.216 -0.354 -0.3059
F 1.821878 0.871746 -1.383922 -0.014 -0.386 1.013 -0.2929
Cl 2.040700 -0.525609 0.899016 -0.076 0.434 -0.892 0.0066
Cl -2.853383 -1.128865 0.835054 -2.358 -1.014 0.847 -0.1171
H -0.527162 -0.097755 1.224699 0.859 0.535 2.613 0.4039
```
Positions in Å, forces in eV/Å.

Output
LUMO (spin up / spin down)   0.254 / -3.233 eV
Relative energy (zero: lowest compared OMol25 entry of this formula, charge and spin)   16.3 kJ/mol
2S+1   3
E_HOMO (spin up / spin down)   -7.108 / -10.162 eV


# 4
Entry from the Open Molecules 2025 dataset: a 2-piece molecular cluster, C7H18N2 overall in a non-equilibrium geometry (wB97M-V/def2-TZVPD).

XYZ file:
```
27
Properties=species:S:1:pos:R:3:forces:R:3:nbo_charge:R:1
C -1.335985 0.909315 -0.650814 0.064 -2.466 -2.058 -0.7003
C -1.006742 -0.858565 -1.238093 0.013 4.141 0.492 0.0312
N -0.971410 -1.808743 -0.240942 1.379 -0.342 3.082 -0.8550
C 0.276951 -0.810967 -2.047845 -0.281 -0.014 -0.121 -0.2407
N 0.286045 -1.930262 -2.989915 0.150 -0.069 0.012 -0.8387
H -0.569941 1.607469 -0.350214 0.323 -0.349 0.382 0.1834
H -1.604321 1.258518 -1.642152 -0.551 0.325 -0.082 0.1965
H -2.206958 0.877764 0.001826 0.136 0.092 0.074 0.1951
H -1.889491 -0.927001 -1.873599 0.139 -0.246 -0.063 0.1971
H -0.302094 -1.382856 0.677538 -2.311 -1.470 -3.113 0.3753
H -1.906534 -1.977479 0.121552 0.195 -0.019 0.098 0.3541
H 1.126737 -0.814034 -1.348807 -0.061 0.005 -0.001 0.1572
H 0.322425 0.114504 -2.625895 -0.013 0.002 0.046 0.1867
H 1.165039 -1.965166 -3.494503 -0.073 -0.045 0.033 0.3517
H 0.193925 -2.800135 -2.475464 0.022 0.031 0.007 0.3620
C 0.526796 -0.684105 1.781764 1.289 2.248 1.295 -0.5806
C 0.571600 0.667477 1.539081 0.626 -1.559 1.290 0.1685
C 1.749774 1.286669 0.847328 -0.218 -0.160 -0.326 -0.6662
C -0.332440 1.607066 2.276551 -0.092 -0.016 -0.171 -0.6659
H -0.046094 -1.028320 2.636255 -0.467 -0.115 -0.307 0.2230
H 1.428243 -1.262561 1.603706 -0.173 -0.140 -0.489 0.2258
H 1.445242 2.113217 0.207270 0.040 0.144 -0.029 0.2161
H 2.441544 1.679053 1.600571 -0.092 0.008 -0.048 0.2289
H 2.283363 0.562097 0.231321 0.010 0.013 0.080 0.2233
H 0.216672 2.029156 3.123692 0.060 0.024 -0.060 0.2278
H -1.205293 1.098277 2.678514 -0.077 -0.032 -0.042 0.2225
H -0.657052 2.439612 1.651274 -0.039 0.011 0.018 0.2212
```
Positions in Å, forces in eV/Å.

Output
LUMO   0.729 eV
Relative energy (zero: lowest compared OMol25 entry of this formula, charge and spin)   327.3 kJ/mol
E_HOMO   -7.984 eV
SMILES   C[C@H](N)CN.C=C(C)C


# 5
Entry from the Open Molecules 2025 dataset: one molecule with the formula C19H22N2O in a non-equilibrium geometry (wB97M-V/def2-TZVPD).

XYZ file:
```
44
Properties=species:S:1:pos:R:3:forces:R:3:nbo_charge:R:1
N 2.615885 3.495506 -0.565411 0.023 1.752 0.522 -0.8506
C 2.398643 2.107648 -0.297844 0.598 0.393 3.479 -0.0915
C 3.692565 1.251084 -0.227892 -0.871 1.098 0.120 -0.4296
C 3.461609 -0.018782 0.440806 -0.337 -2.957 0.453 -0.0342
C 4.053593 -1.202482 -0.004259 0.032 0.065 -0.484 -0.1727
C 3.790673 -2.386569 0.652121 0.216 2.311 0.970 -0.2186
C 3.190535 -2.388151 1.874948 -1.990 0.342 0.575 -0.1935
C 2.457469 -1.299421 2.333135 1.261 -0.230 -1.099 -0.2114
C 2.652052 -0.125254 1.579171 0.547 -0.564 0.719 -0.0069
C 2.227909 1.120619 2.193824 -1.121 0.708 0.068 -0.4794
C 1.742098 2.048139 1.142504 -3.481 2.248 -1.077 0.2598
N 0.672567 2.730111 1.527805 1.351 -2.792 0.584 -0.1507
O -0.030594 3.448892 0.611854 -1.634 0.719 -2.141 -0.4425
C -1.533558 3.159985 0.573919 1.503 1.339 -0.936 -0.0620
C -2.004316 2.660226 -0.746958 3.262 0.269 -1.942 -0.4092
C -1.654909 1.184014 -1.052730 0.910 0.218 -0.216 -0.4306
C -2.020425 0.093254 -0.043867 -0.866 0.720 -0.586 -0.0326
C -3.240926 -0.573157 -0.133917 -2.222 0.588 -1.416 -0.2044
C -3.611186 -1.619112 0.711985 -0.587 0.618 -0.291 -0.2163
C -2.719848 -2.034088 1.701859 0.334 0.004 -0.703 -0.2122
C -1.492701 -1.383893 1.813456 0.861 0.404 -1.586 -0.2076
C -1.139975 -0.313280 0.914338 -0.646 -1.673 0.965 -0.2058
H 2.746206 3.641351 -1.558107 -0.201 0.353 0.114 0.3577
H 1.850224 4.095004 -0.166697 1.107 -0.929 -1.045 0.3973
H 1.780569 1.747645 -1.070080 -1.166 -1.342 -0.603 0.1901
H 3.959176 1.099381 -1.236790 0.780 -0.366 -1.180 0.2142
H 4.539410 1.666419 0.297007 0.078 1.157 0.050 0.2291
H 4.805337 -1.232169 -0.802659 -0.682 0.245 -0.102 0.2083
H 4.102481 -3.278879 0.305206 1.531 -2.742 -1.266 0.2040
H 3.159790 -3.259343 2.465488 -0.089 -1.240 0.360 0.2020
H 1.825698 -1.446803 3.228514 0.517 0.790 -0.532 0.2223
H 1.456925 0.849256 2.921397 -0.070 0.783 -0.064 0.2395
H 3.028924 1.606787 2.703131 0.912 0.167 0.651 0.2295
H -2.139522 4.067844 0.634969 0.814 0.332 1.173 0.1902
H -1.716445 2.432927 1.287257 -0.392 -0.996 1.953 0.1996
H -1.584624 3.438508 -1.520861 -0.145 -1.827 0.929 0.2119
H -2.996192 2.894139 -0.880554 -2.741 0.050 0.287 0.2129
H -2.081758 0.865512 -1.986928 -0.355 0.134 -0.587 0.2173
H -0.563080 1.195143 -1.250705 -0.392 -0.339 0.368 0.2099
H -3.986653 -0.233220 -0.963286 1.369 -0.697 1.549 0.2053
H -4.618932 -2.080406 0.599565 1.033 0.258 0.042 0.2175
H -2.928644 -2.987487 2.178586 0.137 0.363 0.490 0.2152
H -0.684916 -1.865566 2.350217 -0.118 0.261 0.465 0.2128
H -0.177344 0.112456 0.750271 0.929 0.005 0.965 0.2160
```
Positions in Å, forces in eV/Å.

Output
LUMO   0.800 eV
Relative energy (zero: lowest compared OMol25 entry of this formula, charge and spin)   578.2 kJ/mol
E_HOMO   -8.805 eV
SMILES   N[C@H]1Cc2ccccc2C/C1=N/OCCCc1ccccc1


# 6
Entry from the Open Molecules 2025 dataset: a 3-piece molecular cluster, C4H11NO overall in a non-equilibrium geometry (wB97M-V/def2-TZVPD).

XYZ file:
```
17
Properties=species:S:1:pos:R:3:forces:R:3:nbo_charge:R:1
C -2.734444 0.144984 -0.784578 -0.084 -0.286 -0.035 -0.8375
N -0.765008 -0.487375 1.141805 4.465 -0.651 -0.486 0.0125
C 1.069446 1.164409 0.373985 -1.901 1.977 2.321 -0.5673
C 0.598731 -0.024876 1.330220 -0.394 -2.290 -2.625 -0.1717
C 0.485064 -1.397618 0.555535 -1.748 2.177 5.851 -0.2815
O 2.830002 0.032243 -1.301849 1.015 -1.486 -0.731 -0.9667
H -1.664797 0.073441 -0.870192 0.721 -0.177 0.356 0.2028
H -2.917302 1.074470 -1.342301 -0.754 -0.413 0.343 0.2217
H -3.088018 -0.775523 -1.269523 -0.288 0.549 -0.115 0.2181
H -3.043042 0.114128 0.280238 0.164 0.455 -0.878 0.2253
H 0.362186 1.128078 -0.435652 0.171 0.185 -0.708 0.2153
H 2.095475 0.956420 0.053371 0.382 -0.458 -0.229 0.3256
H 0.950889 2.213408 0.885439 0.219 -2.036 -0.771 0.2118
H 1.057074 -0.018019 2.323945 -0.329 -0.023 -0.084 0.2727
H 0.628210 -2.298462 1.250470 -0.359 1.248 -1.476 0.2394
H 0.502701 -1.459906 -0.483522 0.201 -0.035 -1.710 0.2513
H 3.632834 -0.439797 -1.707385 -1.480 1.264 0.977 0.4284
```
Positions in Å, forces in eV/Å.

Output
LUMO   -4.135 eV
Relative energy (zero: lowest compared OMol25 entry of this formula, charge and spin)   940.1 kJ/mol
E_HOMO   -8.150 eV